# 1
A cluster of 9 separate species, C13H43BN10O17P in total in a non-equilibrium geometry, computed with the ωB97M-V functional and the def2-TZVPD basis.

Values from the calculation:
- Molar mass: 653.33 g/mol
- Multiplicity: 1
- HOMO-LUMO gap: 4.3 eV
- E_tot: -2713.12548 a.u.
- Total charge: -1

Geometry as XYZ:
```
85
C13H43BN10O17P, DFT the ωB97M-V functional and the def2-TZVPD basis
C -4.791 -2.027 0.888
N -3.732 -2.860 0.321
C -3.765 -2.620 -1.157
B -2.381 -2.498 0.809
O -1.290 -2.927 -0.059
P -1.923 -1.609 2.481
C -0.694 -0.372 1.649
C -1.337 0.487 0.501
C -0.973 2.000 0.717
N -1.543 2.794 -0.402
H -4.727 -2.107 1.987
H -5.807 -2.368 0.601
H -4.724 -0.952 0.627
H -4.828 -2.647 -1.460
H -3.315 -1.635 -1.403
H -3.202 -3.387 -1.704
H -1.106 -2.179 -0.636
H -0.810 -2.587 2.619
H -1.518 -1.072 3.795
H -2.950 -0.569 2.352
H -2.838 -2.528 3.185
H 0.263 -0.844 1.343
H -0.417 0.349 2.448
H -0.875 0.172 -0.443
H -2.443 0.453 0.504
H 0.111 2.122 0.829
H -1.466 2.339 1.645
H -2.542 2.624 -0.367
H -1.257 2.367 -1.279
C -0.017 -2.403 -4.451
N 0.312 -1.562 -3.274
O -0.555 -1.380 -2.452
O 1.433 -1.112 -3.218
H -1.043 -2.732 -4.367
H 0.125 -1.793 -5.337
H 0.664 -3.250 -4.445
C 3.774 0.259 1.736
N 2.582 0.847 2.393
O 1.937 0.126 3.106
O 2.341 2.013 2.158
H 3.857 -0.780 2.038
H 3.629 0.342 0.662
H 4.640 0.830 2.062
C 4.826 -0.602 -5.208
N 4.191 -1.602 -6.102
O 4.608 -1.694 -7.235
O 3.294 -2.257 -5.630
H 5.607 -0.092 -5.760
H 4.052 0.093 -4.894
H 5.237 -1.139 -4.358
C 0.999 -2.594 5.048
N 2.465 -2.825 5.125
O 2.937 -3.142 6.202
O 3.105 -2.683 4.111
H 0.572 -2.760 6.031
H 0.841 -1.567 4.725
H 0.590 -3.295 4.324
C -0.003 5.786 -1.043
N 0.582 6.495 -2.211
O 1.389 5.897 -2.889
O 0.209 7.629 -2.412
H 0.420 4.790 -0.992
H 0.246 6.359 -0.154
H -1.075 5.741 -1.189
C -4.014 4.893 -0.146
N -3.769 6.245 0.417
O -2.740 6.804 0.109
O -4.618 6.698 1.148
H -3.175 4.621 -0.776
H -4.108 4.204 0.689
H -4.935 4.941 -0.722
C 5.751 -2.606 7.538
N 7.219 -2.828 7.600
O 7.699 -3.141 8.668
O 7.841 -2.680 6.574
H 5.334 -2.773 8.525
H 5.589 -1.581 7.217
H 5.340 -3.309 6.820
C -2.886 0.027 -6.986
N -2.594 -1.118 -6.087
O -2.283 -0.870 -4.945
O -2.687 -2.227 -6.561
H -2.762 0.947 -6.426
H -2.184 -0.022 -7.815
H -3.910 -0.083 -7.332
```

***

# 2
A structure of composition C41H104F6NO43S15 in a non-equilibrium geometry, computed with the ωB97M-V functional and the def2-TZVPD basis.

Values from the calculation:
- Molar mass: 1894.24 g/mol
- Multiplicity: 1
- HOMO-LUMO gap: 7.8 eV
- E_tot: -11483.74221 a.u.
- Total charge: -1

Geometry as XYZ:
```
210
C41H104F6NO43S15, DFT the ωB97M-V functional and the def2-TZVPD basis
C 1.277 -1.266 1.954
F 0.655 -2.417 1.760
F 1.538 -1.056 3.265
F 2.430 -1.283 1.278
S 0.221 0.255 1.288
O -1.087 -0.043 1.857
O 0.874 1.496 1.841
N 0.246 0.000 -0.469
S -0.145 1.343 -0.986
O -1.285 1.989 -0.267
O 1.048 2.182 -1.302
C -0.810 1.031 -2.763
F 0.099 0.649 -3.629
F -1.783 0.101 -2.766
F -1.266 2.193 -3.276
O -0.464 -3.534 3.913
S -1.021 -3.945 2.578
O -0.672 -3.296 1.285
O -0.591 -5.587 2.496
C 0.823 -5.842 2.254
C 1.149 -7.309 2.697
C -2.876 -4.397 2.763
H 1.367 -5.057 2.780
H 1.047 -5.607 1.214
H 1.205 -7.444 3.777
H 2.110 -7.537 2.235
H 0.428 -8.002 2.264
H -3.530 -3.528 2.690
H -2.892 -4.858 3.751
H -3.127 -5.178 2.046
O 0.349 -1.174 6.553
S 0.435 0.132 7.089
O 1.482 0.407 8.101
O 0.517 1.248 5.825
C 1.738 1.178 5.031
C 1.532 2.100 3.808
C -1.209 0.598 7.693
H 1.921 0.155 4.701
H 2.576 1.469 5.664
H 2.325 1.849 3.104
H 1.597 3.156 4.071
H 0.687 1.780 3.198
H -1.524 1.468 7.116
H -0.999 0.851 8.732
H -1.939 -0.189 7.505
O 5.404 -2.237 6.701
S 4.081 -1.721 6.368
O 3.911 -0.271 6.111
O 3.482 -2.550 5.053
C 2.157 -2.281 4.602
C 1.896 -2.865 3.185
C 2.887 -2.146 7.806
H 1.971 -1.208 4.540
H 1.402 -2.631 5.305
H 2.726 -2.505 2.575
H 0.997 -2.515 2.678
H 1.944 -3.952 3.241
H 2.890 -3.234 7.862
H 1.902 -1.787 7.508
H 3.300 -1.662 8.691
O 5.649 -1.549 2.073
S 5.166 -0.173 1.963
O 5.983 0.974 2.368
O 4.343 0.114 0.533
C 4.202 -1.093 -0.348
C 3.558 -0.825 -1.615
C 3.679 -0.045 2.994
H 3.859 -2.005 0.141
H 5.246 -1.228 -0.632
H 3.969 -0.055 -2.268
H 2.510 -0.627 -1.390
H 3.554 -1.753 -2.188
H 3.290 -1.053 2.847
H 3.094 0.779 2.585
H 3.994 0.147 4.019
O -0.104 7.753 -2.815
S -1.059 6.630 -2.884
O -1.575 6.157 -4.126
O -0.387 5.299 -2.116
C 0.541 5.471 -1.033
C 0.771 4.030 -0.505
C -2.355 6.925 -1.710
H 0.102 6.124 -0.279
H 1.446 5.866 -1.495
H 1.788 3.827 -0.171
H 0.551 3.301 -1.285
H 0.060 3.845 0.301
H -3.084 7.575 -2.193
H -1.886 7.295 -0.798
H -2.793 5.936 -1.576
O -4.518 -0.462 -5.473
S -3.468 0.467 -5.225
O -3.181 0.957 -3.894
O -2.108 -0.094 -5.933
C -0.891 0.519 -5.457
C 0.146 0.316 -6.598
C -3.705 1.930 -6.257
H -0.494 -0.073 -4.633
H -0.988 1.525 -5.049
H 1.079 0.699 -6.184
H -0.121 0.836 -7.518
H 0.280 -0.713 -6.934
H -2.893 2.615 -6.012
H -4.721 2.260 -6.040
H -3.759 1.710 -7.323
O -2.215 -2.587 2.169
S -2.633 -2.783 0.770
O -3.159 -4.100 0.360
O -3.635 -1.596 0.264
C -3.430 -0.251 0.674
C -4.331 0.651 -0.318
C -1.193 -2.406 -0.320
H -2.373 0.002 0.588
H -3.734 0.019 1.685
H -4.194 0.222 -1.310
H -3.948 1.671 -0.296
H -5.376 0.530 -0.035
H -0.534 -3.258 -0.157
H -0.779 -1.503 0.130
H -1.554 -2.324 -1.345
O -6.859 3.989 -1.955
S -5.989 5.197 -1.835
O -6.133 6.169 -0.765
O -4.394 4.694 -1.861
C -3.943 3.838 -2.970
C -2.934 2.813 -2.432
C -5.968 6.096 -3.458
H -3.515 4.313 -3.853
H -4.745 3.259 -3.428
H -2.477 2.277 -3.265
H -3.390 2.090 -1.757
H -2.061 3.235 -1.934
H -4.925 6.271 -3.722
H -6.385 7.080 -3.242
H -6.534 5.506 -4.179
O 7.403 1.817 -0.711
S 6.806 3.103 -0.267
O 6.968 4.340 -1.071
O 5.148 2.889 0.059
C 4.392 2.150 -0.913
C 2.895 2.068 -0.608
C 7.381 3.376 1.508
H 4.917 1.207 -1.069
H 4.563 2.628 -1.878
H 2.788 1.247 0.102
H 2.278 1.755 -1.450
H 2.483 2.976 -0.168
H 8.341 3.890 1.523
H 7.571 2.420 1.997
H 6.633 3.937 2.068
O -7.478 -2.332 -2.597
S -6.162 -2.884 -2.264
O -5.866 -4.327 -2.412
O -4.952 -2.001 -3.020
C -3.735 -2.651 -3.114
C -2.710 -1.699 -3.665
C -5.816 -2.252 -0.554
H -3.853 -3.466 -3.827
H -3.323 -3.042 -2.184
H -1.745 -2.202 -3.732
H -2.742 -0.785 -3.072
H -3.019 -1.488 -4.689
H -6.339 -2.752 0.261
H -5.988 -1.176 -0.550
H -4.757 -2.406 -0.345
O 0.551 -4.114 -4.010
S 0.254 -3.521 -2.705
O -1.081 -3.732 -2.091
O 1.462 -3.927 -1.651
C 1.198 -3.676 -0.260
C 2.496 -3.873 0.499
C 0.580 -1.720 -2.722
H 0.404 -4.304 0.146
H 0.969 -2.614 -0.172
H 2.760 -4.930 0.532
H 2.203 -3.537 1.494
H 3.229 -3.141 0.162
H 1.472 -1.505 -2.134
H -0.218 -1.105 -2.306
H 0.690 -1.430 -3.767
O 2.566 -0.406 -3.151
S 3.358 0.724 -3.676
O 4.683 0.983 -3.173
O 3.489 0.523 -5.304
C 2.388 -0.148 -5.985
C 2.761 -1.564 -6.445
C 2.307 2.260 -3.670
H 1.917 0.465 -6.753
H 1.583 -0.274 -5.260
H 3.051 -2.263 -5.661
H 3.536 -1.511 -7.209
H 1.973 -2.102 -6.973
H 3.037 3.067 -3.723
H 1.857 2.171 -2.681
H 1.587 2.251 -4.488
O -2.202 -0.978 6.029
S -2.194 -1.772 4.770
O -2.894 -3.057 4.798
O -2.718 -0.920 3.494
C -2.887 0.466 3.503
C -1.619 1.332 3.721
C -0.428 -1.835 4.227
H -3.698 0.919 4.073
H -3.131 0.646 2.456
H -1.219 1.090 4.705
H -1.824 2.399 3.629
H -0.884 1.162 2.934
H 0.064 -0.929 4.580
H -0.437 -2.004 3.151
H 0.089 -2.675 4.692
```

***

- E_tot of number 1 (C13H43BN10O17P)?
  -2713.12548 a.u.